The following is a quantum chemistry calculation of a molecular structure, C18H41N2P3RuS2 in a non-equilibrium geometry, from the OMol25 dataset.

## Properties
Multiplicity = 6
Charge = +3
<S²> = 8.794
Energy above the lowest of the compared OMol25 structures with the same formula, charge and spin = 1.872 eV
Orbital gap (spin up / spin down) = 0.126 / 0.139 Eh
LUMO energy (spin up / spin down) = -10.0 / -12.9 eV
E_tot = -74398.7486 eV

Element x y z (Å)
Ru (0.186, 0.039, 0.574)
P (-0.634, 1.803, 1.677)
P (-2.016, -0.898, 0.285)
P (2.242, 0.713, 0.548)
H (2.110, -1.627, -4.384)
C (2.877, -1.478, -3.617)
C (3.058, -2.368, -2.595)
H (2.870, -3.429, -2.743)
C (-0.870, 3.155, 0.478)
C (-2.251, 1.842, 2.546)
C (0.396, 2.537, 3.007)
C (-2.477, -2.426, -0.625)
C (-3.180, -1.096, 1.669)
C (-2.662, 0.377, -0.881)
C (3.394, -0.268, -0.419)
C (3.194, 0.840, 2.099)
C (2.416, 2.341, -0.242)
H (3.650, -0.762, -3.911)
H (3.736, -2.121, -1.746)
H (-1.111, 4.051, 1.062)
H (-1.710, 2.904, -0.180)
H (0.039, 3.319, -0.109)
H (-2.237, 2.716, 3.211)
H (-2.425, 0.945, 3.151)
H (-3.062, 1.964, 1.821)
H (-0.239, 3.269, 3.522)
H (1.271, 3.049, 2.590)
H (0.690, 1.763, 3.730)
H (-3.343, -2.899, -0.153)
H (-1.660, -3.156, -0.623)
H (-2.742, -2.191, -1.659)
H (-3.754, -0.192, 1.861)
H (-2.654, -1.395, 2.577)
H (-3.891, -1.890, 1.438)
H (-3.400, -0.115, -1.527)
H (-1.836, 0.737, -1.515)
H (-3.122, 1.226, -0.354)
H (4.424, 0.110, -0.346)
H (3.089, -0.257, -1.464)
H (3.372, -1.285, -0.022)
H (4.205, 1.185, 1.845)
H (3.259, -0.133, 2.601)
H (2.734, 1.554, 2.785)
H (3.471, 2.497, -0.495)
H (2.075, 3.136, 0.426)
H (1.822, 2.355, -1.163)
C (-0.469, -1.386, -3.123)
C (-0.281, -0.031, -3.488)
C (-1.138, 0.533, -4.428)
C (-2.226, -0.203, -4.923)
C (-2.395, -1.546, -4.580)
C (-1.440, -2.165, -3.759)
S (0.632, -2.130, -1.930)
H (-0.096, -3.040, -1.273)
H (0.501, 0.563, -2.992)
H (-0.964, 1.545, -4.782)
H (-2.953, 0.256, -5.586)
H (-3.248, -2.139, -4.939)
H (-1.438, -3.234, -3.560)
N (-0.124, -0.176, 4.554)
C (0.732, -0.951, 3.869)
N (1.844, -1.369, 4.501)
S (0.459, -1.526, 2.286)
H (0.059, -0.049, 5.554)
H (-1.076, -0.039, 4.251)
H (2.407, -2.098, 4.102)
H (1.913, -1.256, 5.514)

The following is a quantum chemistry calculation of a molecular structure, C12H28ClNO8P2 in a non-equilibrium geometry, from the OMol25 dataset.

## Properties
Orbital gap = 0.343 Eh
LUMO energy = 0.1 eV
E_tot = -61869.4343 eV

Element x y z (Å)
C (0.494, -1.982, 2.645)
C (0.546, -0.457, 2.807)
C (-0.828, 0.079, 3.175)
Cl (-0.694, 1.800, 3.643)
O (-1.663, -0.134, 2.051)
P (-3.044, 0.647, 1.856)
O (-3.869, 0.794, 3.046)
O (-2.726, 2.003, 1.125)
C (-2.297, 2.017, -0.251)
C (-1.013, 1.259, -0.512)
C (-0.590, 1.394, -1.981)
C (0.366, 0.257, -2.373)
C (1.734, 0.385, -1.683)
C (2.092, -0.831, -0.850)
O (2.195, -1.961, -1.688)
C (2.263, -3.162, -0.954)
O (-3.702, -0.226, 0.679)
P (-3.830, -1.888, 0.962)
C (-5.473, -2.071, 0.233)
O (-3.006, -2.465, -0.338)
H (0.057, -2.227, 1.677)
H (-0.157, -2.440, 3.390)
H (1.479, -2.435, 2.701)
H (0.773, -0.025, 1.831)
H (1.276, -0.138, 3.542)
H (-1.246, -0.442, 4.033)
H (-3.098, 1.674, -0.903)
H (-2.130, 3.068, -0.483)
H (-0.239, 1.643, 0.154)
H (-1.147, 0.195, -0.312)
H (-1.490, 1.285, -2.590)
H (-0.119, 2.359, -2.159)
H (-0.113, -0.681, -2.089)
H (0.485, 0.275, -3.455)
H (1.747, 1.241, -1.009)
H (2.513, 0.499, -2.433)
H (1.344, -1.018, -0.067)
H (3.060, -0.659, -0.358)
H (2.585, -3.947, -1.630)
H (1.289, -3.401, -0.516)
H (2.990, -3.092, -0.138)
H (-5.519, -1.737, -0.803)
H (-6.173, -1.500, 0.840)
H (-5.740, -3.126, 0.273)
H (-2.277, -1.902, -0.606)
C (5.078, 2.595, -1.160)
N (4.228, 3.550, -1.925)
O (4.609, 4.693, -2.025)
O (3.204, 3.104, -2.395)
H (5.950, 3.127, -0.801)
H (4.477, 2.215, -0.339)
H (5.350, 1.791, -1.836)

The following is a quantum chemistry calculation of a molecular structure, C27H43ClN6O3RuS2Si, from the OMol25 dataset.

## Properties
Multiplicity = 6
Charge = +1
<S²> = 8.796
Energy above the lowest of the compared OMol25 structures with the same formula, charge and spin = 1.244 eV
Orbital gap (spin up / spin down) = 0.212 / 0.249 Eh
LUMO energy (spin up / spin down) = -2.9 / -4.4 eV
E_tot = -88429.7428 eV

Element x y z (Å)
Ru (-0.479, -1.947, 0.665)
C (3.484, -1.887, -1.473)
C (2.047, -1.958, -1.061)
N (1.611, -2.111, 0.211)
N (2.532, -2.201, 1.231)
C (2.126, -2.360, 2.480)
N (3.046, -2.528, 3.444)
S (0.466, -2.370, 2.877)
C (1.019, -1.862, -2.021)
C (1.260, -1.710, -3.411)
C (0.210, -1.588, -4.275)
C (-1.106, -1.607, -3.778)
C (-1.285, -1.771, -2.428)
N (-0.272, -1.912, -1.557)
H (4.204, -2.011, -0.666)
H (3.712, -0.923, -1.934)
H (3.723, -2.662, -2.205)
H (3.513, -2.196, 0.992)
H (4.032, -2.436, 3.264)
H (2.749, -2.531, 4.405)
H (2.275, -1.686, -3.780)
H (0.393, -1.470, -5.335)
H (-1.964, -1.502, -4.424)
H (-2.277, -1.800, -1.995)
C (1.850, 2.056, 2.595)
C (1.970, 3.123, 1.517)
C (3.357, 3.115, 0.899)
C (1.615, 4.499, 2.051)
O (1.071, 2.797, 0.425)
Si (-0.498, 2.423, 0.385)
S (-0.536, 0.257, 0.732)
O (-1.332, 3.085, 1.591)
C (-2.751, 3.363, 1.750)
C (-3.105, 4.560, 0.885)
C (-2.929, 3.673, 3.225)
C (-3.550, 2.132, 1.351)
O (-1.153, 2.717, -1.058)
C (-0.564, 2.658, -2.390)
C (0.232, 3.932, -2.608)
C (0.316, 1.425, -2.512)
C (-1.747, 2.573, -3.337)
H (2.559, 2.255, 3.400)
H (2.063, 1.069, 2.176)
H (0.848, 2.037, 3.027)
H (4.111, 3.351, 1.651)
H (3.425, 3.853, 0.100)
H (3.577, 2.131, 0.481)
H (2.326, 4.791, 2.825)
H (0.615, 4.508, 2.485)
H (1.660, 5.240, 1.252)
H (-2.493, 5.420, 1.159)
H (-4.153, 4.828, 1.032)
H (-2.953, 4.340, -0.171)
H (-2.316, 4.528, 3.510)
H (-2.636, 2.816, 3.833)
H (-3.971, 3.910, 3.441)
H (-3.404, 1.885, 0.297)
H (-4.614, 2.315, 1.506)
H (-3.259, 1.276, 1.964)
H (1.065, 3.999, -1.908)
H (-0.408, 4.806, -2.480)
H (0.634, 3.951, -3.623)
H (1.162, 1.470, -1.823)
H (0.718, 1.359, -3.525)
H (-0.255, 0.518, -2.316)
H (-2.399, 3.437, -3.208)
H (-2.324, 1.667, -3.145)
H (-1.403, 2.553, -4.372)
Cl (-3.119, -3.091, 0.256)
C (-2.308, -2.158, 1.564)
H (-2.315, -2.746, 2.476)
H (-2.845, -1.224, 1.665)
N (-0.544, -9.751, -0.374)
C (-0.503, -8.617, -0.201)
C (-0.443, -7.194, 0.018)
C (-0.726, -6.666, 1.271)
C (-0.647, -5.294, 1.430)
N (-0.322, -4.465, 0.439)
C (-0.053, -4.982, -0.761)
C (-0.097, -6.340, -1.021)
H (-1.001, -7.303, 2.099)
H (-0.847, -4.841, 2.392)
H (0.203, -4.279, -1.542)
H (0.128, -6.720, -2.007)

The following is a quantum chemistry calculation of a molecular structure, C16H22N2O2S in a non-equilibrium geometry, from the OMol25 dataset.

## Properties
Energy above the lowest of the compared OMol25 structures with the same formula, charge and spin = 13.272 eV
Orbital gap = 0.299 Eh
LUMO energy = 0.1 eV
E_tot = -34847.9437 eV

Element x y z (Å)
C (0.544, -3.878, -4.178)
C (0.227, -3.677, -2.597)
H (-0.593, -4.348, -2.180)
H (1.082, -4.045, -2.093)
O (-0.267, -2.352, -2.463)
C (-0.331, -2.102, -1.259)
O (-0.270, -2.877, -0.452)
C (-0.683, -0.708, -0.903)
C (0.679, -0.076, -0.527)
C (0.628, 1.581, -0.744)
N (-0.607, 1.823, -0.577)
C (-1.189, 2.834, 0.130)
S (-2.666, 3.976, -0.372)
N (-0.346, 3.317, 1.269)
C (0.029, 2.407, 2.156)
C (1.291, 2.883, 2.834)
C (1.731, 2.141, 3.744)
C (1.350, 0.729, 3.867)
C (0.235, 0.263, 3.331)
C (-0.203, 1.134, 2.240)
H (-1.258, 0.773, 1.674)
C (-0.105, -1.230, 3.219)
H (0.353, -1.747, 4.095)
H (-0.026, -1.685, 2.267)
H (-1.482, -1.283, 3.751)
H (1.760, 0.077, 4.735)
H (2.483, 2.455, 4.361)
H (1.592, 3.824, 3.006)
H (-0.565, 4.248, 1.456)
C (-1.506, 1.571, -1.786)
H (-2.579, 1.443, -1.300)
C (-1.260, 0.036, -2.163)
H (-0.336, 0.117, -2.905)
H (-2.079, -0.393, -2.666)
H (-1.519, 2.200, -2.679)
H (1.383, 1.978, 0.156)
H (0.890, 1.760, -1.653)
H (1.802, -0.316, -1.246)
H (1.017, -0.268, 0.507)
H (-1.148, -0.684, -0.135)
H (1.414, -3.172, -4.549)
H (-0.167, -3.705, -4.850)
H (0.694, -5.023, -4.520)

The following is a quantum chemistry calculation of a molecular structure, C2H3N3O2S in a non-equilibrium geometry, from the OMol25 dataset.

## Properties
Energy above the lowest of the compared OMol25 structures with the same formula, charge and spin = 3.715 eV
Orbital gap = 0.344 Eh
LUMO energy = -0.9 eV
E_tot = -21518.8006 eV

Element x y z (Å)
C (-0.422, 1.217, 1.079)
C (1.369, -1.438, -0.264)
N (-1.275, 1.222, 0.248)
N (0.741, 0.425, 1.313)
N (1.146, -0.493, 0.447)
O (0.078, -0.235, -2.467)
O (-1.142, -2.083, -1.542)
S (0.048, -1.689, -2.167)
H (-0.495, 2.102, 1.766)
H (1.165, 0.305, 2.137)
H (-1.211, 0.666, -0.549)

The following is a quantum chemistry calculation of a single C4H8O2 molecule, from the OMol25 dataset.

## Properties
SMILES string = C=C(CO)CO
Energy above the lowest of the compared OMol25 structures with the same formula, charge and spin = 1.718 eV
Orbital gap = 0.391 Eh
LUMO energy = 0.8 eV
E_tot = -8371.5638 eV

Element x y z (Å)
C (0.879, -0.969, -0.004)
C (0.033, 0.281, 0.050)
C (0.516, 1.473, -0.288)
C (-1.406, 0.078, 0.428)
H (2.553, -0.212, 0.622)
H (0.666, -1.578, 0.884)
H (0.574, -1.575, -0.865)
H (-0.100, 2.377, -0.240)
H (1.554, 1.576, -0.595)
H (-1.951, 1.034, 0.400)
H (-1.468, -0.327, 1.440)
H (-2.067, -0.524, -1.291)
O (2.255, -0.728, -0.145)
O (-2.039, -0.906, -0.396)